91
Properties=species:S:1:pos:R:3:mulliken_charge:R:1 method="wB97M-V/def2-TZVPD" homo_lumo_gap_ev="7.66 / 7.58" multiplicity=4 charge=+1 mol_weight_g_mol=1078.03 s_squared=3.755
Nd -0.804 0.341 0.220 0.377
Cl 0.536 1.738 2.688 -0.102
C -0.273 0.391 3.441 1.208
C -0.724 -0.616 2.578 -1.616
C -1.312 -1.687 3.258 1.407
Cl -1.814 -3.031 2.294 -0.190
C -1.491 -1.754 4.636 -0.518
Cl -2.249 -3.109 5.377 -0.184
C -1.044 -0.697 5.428 0.811
Cl -1.256 -0.739 7.129 -0.181
C -0.396 0.380 4.824 -0.761
Cl 0.235 1.657 5.786 -0.189
O 0.619 -0.958 -2.973 -0.341
B -0.262 -0.327 -2.061 1.219
O -0.932 0.686 -2.799 -0.490
C -0.488 0.644 -4.083 0.486
C -0.836 1.409 -5.180 -1.255
C -0.205 1.115 -6.380 -0.564
C 0.734 0.096 -6.484 -0.545
C 1.087 -0.672 -5.385 -1.015
C 0.464 -0.376 -4.190 0.850
H -1.570 2.196 -5.109 0.513
H -0.457 1.693 -7.256 0.419
H 1.194 -0.102 -7.440 0.413
H 1.808 -1.473 -5.455 0.478
N -7.503 -0.241 -0.652 -0.441
C -6.164 -0.251 -0.528 1.184
C -5.393 0.869 -0.877 -0.996
C -4.030 0.832 -0.707 -0.304
N -3.361 -0.220 -0.212 0.144
C -4.093 -1.307 0.066 -0.627
C -5.459 -1.375 -0.071 -0.721
H -7.974 0.586 -0.973 0.193
H -8.046 -1.057 -0.433 0.192
H -5.871 1.753 -1.268 0.347
H -3.429 1.691 -0.993 0.460
H -3.539 -2.168 0.421 0.343
H -5.984 -2.288 0.159 0.352
O -1.706 2.383 0.647 -0.652
C -0.691 2.980 0.226 0.912
O 0.288 2.394 -0.290 -0.749
C -0.649 4.481 0.369 0.107
C -1.785 5.170 0.772 -0.229
C -1.741 6.550 0.897 -0.452
C -0.579 7.265 0.646 -0.303
C 0.552 6.553 0.269 -0.268
C 0.531 5.173 0.125 -0.463
N 1.784 7.286 0.019 1.069
O 2.788 6.635 -0.156 -0.617
O 1.716 8.489 0.004 -0.607
N -2.955 7.249 1.296 1.085
O -3.937 6.569 1.485 -0.621
O -2.900 8.448 1.404 -0.616
H -2.704 4.641 0.985 0.742
H -0.545 8.342 0.739 0.620
H 1.416 4.634 -0.180 0.711
S 0.517 -3.243 -0.280 0.031
C 0.271 -4.881 -0.184 -0.491
N 0.516 -5.649 0.892 -0.116
C 0.089 -7.020 0.674 -0.499
C -0.171 -7.057 -0.844 -0.505
N -0.128 -5.655 -1.201 -0.066
H 0.562 -5.251 1.814 0.309
H -0.818 -7.238 1.242 0.279
H 0.871 -7.716 0.981 0.285
H -1.141 -7.490 -1.087 0.293
H 0.601 -7.616 -1.381 0.297
H -0.279 -5.306 -2.130 0.216
C 5.294 -1.086 -0.229 -0.791
N 3.986 -1.775 -0.539 0.260
C 3.638 -2.674 0.639 -0.232
N 3.620 -1.949 1.851 0.292
C 4.890 -1.290 2.085 -0.971
N 5.212 -0.381 0.997 0.228
C 4.329 0.770 0.960 -1.256
P 2.518 0.331 0.670 1.226
C 2.923 -0.784 -0.799 -0.890
C 2.491 -1.047 1.953 -0.598
H 5.533 -0.404 -1.050 0.374
H 6.066 -1.859 -0.159 0.356
H 4.081 -2.363 -1.368 0.375
H 4.398 -3.459 0.682 0.455
H 2.646 -3.105 0.443 -0.494
H 5.678 -2.047 2.157 0.286
H 4.852 -0.732 3.021 0.378
H 4.665 1.453 0.174 0.441
H 4.404 1.300 1.912 0.424
H 3.231 -0.135 -1.626 0.461
H 2.008 -1.305 -1.102 -0.053
H 1.557 -1.610 1.834 0.117
H 2.489 -0.595 2.949 0.549

=====

76
Properties=species:S:1:pos:R:3:mulliken_charge:R:1 method="wB97M-V/def2-TZVPD" homo_lumo_gap_ev="6.20 / 6.42" multiplicity=2 charge=+1 mol_weight_g_mol=706.49 s_squared=0.770
Ti -0.442 0.491 0.423 -1.602
C -0.256 -3.559 1.805 -1.991
C -0.711 -2.167 1.500 0.786
N 0.116 -1.257 0.999 2.717
N 1.455 -1.470 0.931 -1.587
C 2.057 -0.311 0.880 0.586
O 1.360 0.780 0.958 0.036
C 3.528 -0.238 0.799 -0.591
C 4.128 0.407 -0.277 0.022
C 5.508 0.486 -0.346 -0.912
C 6.285 -0.062 0.661 -0.414
C 5.686 -0.696 1.737 -0.742
C 4.310 -0.806 1.797 -0.477
C -1.994 -1.645 1.800 0.621
C -3.094 -2.410 2.240 -1.278
C -4.258 -1.787 2.599 -0.620
C -4.326 -0.386 2.524 -1.305
C -3.234 0.303 2.050 -0.252
N -2.085 -0.275 1.680 0.970
H 0.709 -3.713 1.327 0.433
H -0.143 -3.694 2.881 0.323
H -0.971 -4.297 1.446 0.437
H 3.510 0.823 -1.060 0.539
H 5.971 0.973 -1.191 0.439
H 7.360 0.004 0.605 0.408
H 6.292 -1.110 2.527 0.415
H 3.829 -1.321 2.613 0.466
H -2.998 -3.481 2.297 0.472
H -5.108 -2.351 2.946 0.486
H -5.214 0.145 2.827 0.506
H -3.270 1.386 1.969 0.589
O -5.832 -1.938 -1.996 -0.546
C -4.614 -1.531 -1.648 0.646
C -3.524 -2.388 -1.477 -1.099
C -2.311 -1.864 -1.081 -0.662
N -2.113 -0.562 -0.847 0.870
C -3.144 0.242 -1.064 0.168
Br -2.752 2.084 -0.809 0.037
C -4.403 -0.158 -1.443 -0.948
H -5.864 -2.891 -2.150 0.322
H -3.614 -3.448 -1.661 0.399
H -1.443 -2.496 -0.971 0.717
H -5.203 0.546 -1.592 0.555
C 2.623 4.129 -1.899 -0.798
C 2.745 3.040 -2.748 -0.557
C 1.921 1.940 -2.611 -0.589
C 0.947 1.903 -1.599 0.347
C 0.798 3.036 -0.786 -0.194
C 1.637 4.123 -0.926 -1.068
N 0.198 0.771 -1.345 2.050
C -0.002 -0.102 -2.418 -0.766
C -0.669 0.345 -3.566 0.231
C -0.934 -0.532 -4.599 -0.909
C -0.516 -1.852 -4.522 -0.681
C 0.185 -2.290 -3.410 -0.783
C 0.443 -1.426 -2.361 -0.076
H 3.283 4.976 -1.993 0.424
H 3.509 3.042 -3.511 0.412
H 2.039 1.086 -3.265 0.408
H -0.003 3.065 -0.055 0.363
H 1.510 4.976 -0.274 0.501
H -0.968 1.384 -3.633 0.504
H -1.471 -0.185 -5.471 0.437
H -0.727 -2.533 -5.331 0.426
H 0.544 -3.307 -3.362 0.487
H 1.021 -1.753 -1.504 0.436
C -0.611 1.487 4.191 -0.666
S -0.457 2.784 2.913 0.169
C 1.362 2.916 2.980 -0.555
O -0.796 2.051 1.643 -0.141
H -0.032 1.764 5.063 0.470
H -0.249 0.556 3.757 0.036
H -1.658 1.393 4.463 0.343
H 1.814 1.940 3.133 0.166
H 1.612 3.585 3.798 0.567
H 1.720 3.331 2.040 0.064

=====

84
Properties=species:S:1:pos:R:3:mulliken_charge:R:1 method="wB97M-V/def2-TZVPD" homo_lumo_gap_ev=6.35 multiplicity=1 charge=-2 mol_weight_g_mol=918.21
Sc -0.786 1.937 -0.291 -0.523
C 4.734 0.177 4.879 -0.467
C 4.105 -0.829 4.156 -0.633
C 3.275 -0.502 3.096 -0.030
C 3.066 0.831 2.745 -0.484
C 3.696 1.830 3.473 -0.219
C 4.524 1.505 4.539 -0.734
P 1.987 1.320 1.332 2.082
C 1.706 2.965 1.219 -0.257
C 0.517 3.505 2.030 0.535
C 0.464 5.008 2.013 -1.091
C 1.169 5.730 1.137 -0.400
C 2.098 5.128 0.192 -0.577
C 2.330 3.813 0.221 -0.915
C 2.991 0.778 -0.109 0.429
C 4.327 0.486 0.058 -0.841
C 5.112 0.164 -1.057 -0.834
C 4.544 0.095 -2.295 -0.877
C 3.173 0.352 -2.484 0.727
C 2.570 0.236 -3.750 -0.992
C 1.233 0.465 -3.868 -0.975
C 0.469 0.824 -2.746 0.514
C 0.985 0.963 -1.466 0.829
C 2.357 0.709 -1.359 0.076
H 5.383 -0.076 5.708 0.365
H 4.261 -1.867 4.422 0.398
H 2.783 -1.292 2.539 0.457
H 3.532 2.864 3.190 0.400
H 5.007 2.294 5.101 0.403
H 0.574 3.150 3.071 0.170
H -0.268 5.463 2.668 0.438
H 1.026 6.806 1.097 0.305
H 2.602 5.748 -0.539 0.367
H 3.031 3.382 -0.484 0.364
H 4.786 0.529 1.035 0.428
H 6.167 -0.039 -0.922 0.388
H 5.141 -0.176 -3.159 0.363
H 3.178 -0.040 -4.603 0.316
H 0.752 0.378 -4.837 0.402
H -0.588 1.014 -2.921 0.204
F -4.121 1.254 3.785 -0.430
Te -2.470 1.585 2.922 1.916
F -1.435 2.006 4.437 -0.443
F 0.663 0.816 2.069 0.201
F -2.051 -0.284 3.512 -0.614
F -3.055 3.400 3.119 -0.497
O -0.703 3.021 1.455 -0.463
N -2.705 -0.841 -3.068 -0.092
C -3.023 -2.141 -2.706 0.578
C -2.665 -3.226 -3.511 -0.679
C -2.839 -4.526 -3.057 -0.673
C -3.385 -4.769 -1.810 -0.229
C -3.817 -3.701 -1.037 -0.664
C -3.641 -2.400 -1.477 0.003
S -3.426 -6.444 -1.165 1.286
O -3.669 -7.296 -2.324 -0.723
O -4.494 -6.454 -0.174 -0.728
O -2.088 -6.604 -0.587 -0.709
H -3.096 -0.107 -2.495 -0.183
H -2.639 -0.633 -4.048 0.239
H -2.205 -3.044 -4.477 0.299
H -2.538 -5.368 -3.666 0.399
H -4.283 -3.906 -0.082 0.481
H -3.970 -1.565 -0.866 0.358
C 0.087 -2.475 -0.959 -0.831
N -0.656 -2.406 0.287 0.783
C -0.775 -3.648 1.031 -1.005
C -1.250 -1.293 0.675 -0.492
O -1.258 -0.231 0.024 0.184
H -0.404 -3.166 -1.644 0.181
H 1.094 -2.845 -0.753 0.424
H 0.139 -1.484 -1.402 0.020
H 0.217 -4.001 1.324 0.293
H -1.251 -4.412 0.415 0.335
H -1.375 -3.492 1.925 0.305
H -1.718 -1.347 1.664 0.354
C -5.178 1.803 -1.752 -0.872
O -3.752 1.813 -1.729 -0.256
C -3.162 1.961 -0.474 0.585
O -3.934 2.060 0.467 -0.734
H -5.476 1.654 -2.788 0.251
H -5.576 2.749 -1.382 0.308
H -5.574 1.000 -1.128 0.289
F -0.555 3.359 -1.584 -0.867

=====

Repeat the second record exactly.
76
Properties=species:S:1:pos:R:3:mulliken_charge:R:1 method="wB97M-V/def2-TZVPD" homo_lumo_gap_ev="6.20 / 6.42" multiplicity=2 charge=+1 mol_weight_g_mol=706.49 s_squared=0.770
Ti -0.442 0.491 0.423 -1.602
C -0.256 -3.559 1.805 -1.991
C -0.711 -2.167 1.500 0.786
N 0.116 -1.257 0.999 2.717
N 1.455 -1.470 0.931 -1.587
C 2.057 -0.311 0.880 0.586
O 1.360 0.780 0.958 0.036
C 3.528 -0.238 0.799 -0.591
C 4.128 0.407 -0.277 0.022
C 5.508 0.486 -0.346 -0.912
C 6.285 -0.062 0.661 -0.414
C 5.686 -0.696 1.737 -0.742
C 4.310 -0.806 1.797 -0.477
C -1.994 -1.645 1.800 0.621
C -3.094 -2.410 2.240 -1.278
C -4.258 -1.787 2.599 -0.620
C -4.326 -0.386 2.524 -1.305
C -3.234 0.303 2.050 -0.252
N -2.085 -0.275 1.680 0.970
H 0.709 -3.713 1.327 0.433
H -0.143 -3.694 2.881 0.323
H -0.971 -4.297 1.446 0.437
H 3.510 0.823 -1.060 0.539
H 5.971 0.973 -1.191 0.439
H 7.360 0.004 0.605 0.408
H 6.292 -1.110 2.527 0.415
H 3.829 -1.321 2.613 0.466
H -2.998 -3.481 2.297 0.472
H -5.108 -2.351 2.946 0.486
H -5.214 0.145 2.827 0.506
H -3.270 1.386 1.969 0.589
O -5.832 -1.938 -1.996 -0.546
C -4.614 -1.531 -1.648 0.646
C -3.524 -2.388 -1.477 -1.099
C -2.311 -1.864 -1.081 -0.662
N -2.113 -0.562 -0.847 0.870
C -3.144 0.242 -1.064 0.168
Br -2.752 2.084 -0.809 0.037
C -4.403 -0.158 -1.443 -0.948
H -5.864 -2.891 -2.150 0.322
H -3.614 -3.448 -1.661 0.399
H -1.443 -2.496 -0.971 0.717
H -5.203 0.546 -1.592 0.555
C 2.623 4.129 -1.899 -0.798
C 2.745 3.040 -2.748 -0.557
C 1.921 1.940 -2.611 -0.589
C 0.947 1.903 -1.599 0.347
C 0.798 3.036 -0.786 -0.194
C 1.637 4.123 -0.926 -1.068
N 0.198 0.771 -1.345 2.050
C -0.002 -0.102 -2.418 -0.766
C -0.669 0.345 -3.566 0.231
C -0.934 -0.532 -4.599 -0.909
C -0.516 -1.852 -4.522 -0.681
C 0.185 -2.290 -3.410 -0.783
C 0.443 -1.426 -2.361 -0.076
H 3.283 4.976 -1.993 0.424
H 3.509 3.042 -3.511 0.412
H 2.039 1.086 -3.265 0.408
H -0.003 3.065 -0.055 0.363
H 1.510 4.976 -0.274 0.501
H -0.968 1.384 -3.633 0.504
H -1.471 -0.185 -5.471 0.437
H -0.727 -2.533 -5.331 0.426
H 0.544 -3.307 -3.362 0.487
H 1.021 -1.753 -1.504 0.436
C -0.611 1.487 4.191 -0.666
S -0.457 2.784 2.913 0.169
C 1.362 2.916 2.980 -0.555
O -0.796 2.051 1.643 -0.141
H -0.032 1.764 5.063 0.470
H -0.249 0.556 3.757 0.036
H -1.658 1.393 4.463 0.343
H 1.814 1.940 3.133 0.166
H 1.612 3.585 3.798 0.567
H 1.720 3.331 2.040 0.064